No. 1
Computed, not measured: C35H29MnN6O2S2 as an isolated structure, with ωB97M-V with the def2-TZVPD basis set.

The geometry in XYZ format:
```
75
Properties=species:S:1:pos:R:3:forces:R:3:mulliken_charge:R:1
Mn -0.131 -0.107 0.551 0.1 0.0 0.0 0.025
C -0.156 3.388 -2.116 0.0 0.0 0.0 -0.974
C -0.652 2.851 -3.296 0.0 0.0 0.0 -0.601
C -0.968 1.506 -3.335 0.0 0.0 0.0 -0.699
C -0.771 0.738 -2.196 0.0 0.0 0.0 -0.119
N -0.249 1.240 -1.072 0.0 0.0 0.0 0.744
C 0.028 2.546 -1.035 0.0 0.0 0.0 -0.484
N -1.291 -0.604 -2.195 0.0 0.0 0.0 0.548
C -2.393 -0.647 -1.251 0.0 0.0 0.0 -1.174
N -2.032 -0.345 0.043 0.0 0.0 0.0 1.222
C -3.114 0.005 0.737 0.0 0.0 0.0 -0.522
N -3.141 0.458 2.027 0.0 0.0 0.0 -0.687
C -2.097 1.053 2.568 0.0 0.0 0.0 0.438
C -2.301 1.640 3.871 0.0 0.0 0.0 -0.928
C -1.365 2.429 4.456 0.0 0.0 0.0 -0.207
C -0.141 2.662 3.789 0.0 0.0 0.0 -1.321
C 0.050 2.004 2.604 0.0 0.0 0.0 -0.007
N -0.842 1.196 1.998 0.0 0.0 0.0 0.514
C -4.252 -0.101 -0.128 0.0 0.0 0.0 -0.037
C -5.617 0.129 0.073 0.0 0.0 0.0 -0.442
C -6.485 0.012 -0.989 0.0 0.0 0.0 -0.652
C -6.003 -0.327 -2.277 0.0 0.0 0.0 -0.708
C -4.671 -0.566 -2.508 0.0 0.0 0.0 -0.380
C -3.765 -0.469 -1.427 0.0 0.0 0.0 0.852
H 0.081 4.439 -2.025 0.0 0.0 0.0 0.480
H -0.806 3.476 -4.167 0.0 0.0 0.0 0.418
H -1.390 1.037 -4.212 0.0 0.0 0.0 0.500
H 0.407 2.919 -0.091 0.0 0.0 0.0 0.333
H -3.257 1.442 4.336 0.0 0.0 0.0 0.461
H -1.558 2.875 5.425 0.0 0.0 0.0 0.369
H 0.638 3.287 4.201 0.0 0.0 0.0 0.440
H 1.005 2.101 2.096 0.0 0.0 0.0 0.210
H -5.968 0.404 1.061 0.0 0.0 0.0 0.492
H -7.545 0.187 -0.849 0.0 0.0 0.0 0.374
H -6.706 -0.397 -3.100 0.0 0.0 0.0 0.379
H -4.322 -0.821 -3.504 0.0 0.0 0.0 0.439
S 3.765 -0.634 2.827 0.0 0.0 0.0 -0.522
C 4.175 0.467 1.550 0.0 0.0 0.0 1.192
C 5.397 1.068 1.273 0.0 0.0 0.0 -0.666
C 5.492 1.878 0.155 0.0 0.0 0.0 -0.517
C 4.386 2.071 -0.677 0.0 0.0 0.0 -1.035
C 3.171 1.472 -0.402 0.0 0.0 0.0 0.352
C 3.054 0.670 0.733 0.0 0.0 0.0 -2.013
N 1.915 -0.009 1.133 0.0 0.0 0.0 0.785
C 2.140 -0.744 2.193 0.0 0.0 0.0 0.586
C 1.102 -1.589 2.730 0.0 0.0 0.0 0.470
C 1.295 -2.420 3.841 0.0 0.0 0.0 -1.056
C 0.257 -3.223 4.257 0.0 0.0 0.0 -0.800
C -0.956 -3.181 3.557 0.0 0.0 0.0 -0.855
C -1.126 -2.347 2.466 0.0 0.0 0.0 -0.253
C -0.101 -1.502 2.001 0.0 0.0 0.0 0.690
H 6.254 0.901 1.913 0.0 0.0 0.0 0.423
H 6.434 2.357 -0.081 0.0 0.0 0.0 0.383
H 4.483 2.691 -1.559 0.0 0.0 0.0 0.458
H 2.328 1.580 -1.067 0.0 0.0 0.0 0.573
H 2.245 -2.437 4.369 0.0 0.0 0.0 0.383
H 0.373 -3.875 5.115 0.0 0.0 0.0 0.371
H -1.777 -3.808 3.888 0.0 0.0 0.0 0.429
H -2.089 -2.329 1.966 0.0 0.0 0.0 0.313
C -1.783 -3.042 -3.112 0.0 0.0 0.0 -0.749
O -0.654 -2.833 -2.257 0.0 0.0 0.0 -0.459
C -0.412 -1.617 -1.789 0.0 0.0 0.0 0.501
O 0.530 -1.450 -1.031 0.0 0.0 0.0 -0.221
H -1.710 -4.079 -3.428 0.0 0.0 0.0 0.352
H -1.746 -2.377 -3.972 0.0 0.0 0.0 0.239
H -2.706 -2.869 -2.558 0.0 0.0 0.0 0.251
C 4.738 -0.452 -3.499 0.0 0.0 0.0 -0.860
S 3.130 -1.013 -2.913 0.0 0.0 0.0 0.017
C 3.677 -1.870 -1.427 0.0 0.0 0.0 -0.387
H 5.399 -1.293 -3.712 0.0 0.0 0.0 0.299
H 5.205 0.200 -2.758 0.0 0.0 0.0 0.159
H 4.581 0.112 -4.417 0.0 0.0 0.0 0.346
H 4.266 -1.199 -0.800 0.0 0.0 0.0 -0.004
H 4.267 -2.751 -1.683 0.0 0.0 0.0 0.526
H 2.781 -2.169 -0.887 0.0 0.0 0.0 0.004
```
Forces are in eV/Å.

Calculated values
LUMO (alpha / beta), eV: 2.27 / 2.27
HOMO-LUMO gap (alpha / beta), eV: 4.9 / 4.9
Multiplicity: 2
E, Ha: -3777.62470
Molar mass, g mol⁻¹: 684.73
HOMO energy (alpha / beta), eV: -2.67 / -2.63
Net charge: -1



No. 2
Computed, not measured: C13H26O2Si3 as an isolated structure in a non-equilibrium geometry, with ωB97M-V with the def2-TZVPD basis set.

The geometry in XYZ format:
```
44
Properties=species:S:1:pos:R:3:forces:R:3:mulliken_charge:R:1
O 1.152 0.255 -1.636 0.6 -0.3 0.0 -0.215
O -1.051 -0.361 -0.136 1.2 -0.5 1.0 -0.318
C 2.062 3.362 2.456 0.9 0.2 0.8 -0.366
C 0.642 3.419 2.330 3.2 0.6 0.6 -0.950
C 2.891 2.413 1.869 -1.5 0.4 0.6 -0.615
C 0.061 2.523 1.532 2.9 -1.4 -0.9 -0.625
C 2.246 1.507 1.063 0.9 -0.7 -0.3 -0.307
C 0.907 1.605 0.849 -2.3 -0.2 -0.7 0.766
C -1.181 1.974 -1.563 3.5 2.1 1.9 -1.259
C 1.181 -2.587 -1.204 0.9 -2.4 0.0 -0.884
C 2.738 -1.262 -3.613 -2.1 0.7 -1.3 -1.053
C -0.437 -1.265 -3.277 0.1 0.9 0.1 -0.999
C -0.809 -0.631 2.880 1.6 0.6 0.4 -0.973
C -3.194 -0.058 1.450 -1.5 -2.1 -0.4 -1.215
C -2.071 -2.830 1.293 0.4 1.8 -1.7 -1.247
Si 0.045 0.836 -0.591 -2.0 -0.4 -0.7 0.285
Si 1.202 -1.199 -2.450 0.6 -0.6 0.2 0.527
Si -1.610 -0.988 1.321 -2.0 -0.3 -0.8 0.515
H 2.642 3.995 3.122 -0.7 0.6 0.1 0.301
H 0.134 4.216 2.778 -0.8 0.9 0.9 0.492
H 3.948 2.353 2.057 0.2 0.2 0.1 0.436
H -0.951 2.487 1.426 -2.8 0.0 -0.6 0.575
H 2.814 0.687 0.642 0.0 0.1 -0.5 0.320
H -0.608 2.801 -2.101 -1.1 -1.1 0.5 0.286
H -1.762 1.401 -2.155 -1.2 -2.3 -2.8 0.433
H -1.992 2.372 -0.984 0.0 0.8 1.0 0.390
H 0.194 -2.710 -0.756 0.1 0.3 0.1 0.035
H 1.446 -3.666 -1.539 -0.5 1.7 -0.2 0.394
H 1.936 -2.502 -0.419 -0.1 0.5 0.3 0.387
H 2.934 -2.254 -4.131 -0.2 1.3 0.7 0.295
H 3.599 -0.834 -3.151 0.8 -0.1 0.5 0.335
H 2.439 -0.456 -4.381 0.5 -1.3 0.6 0.230
H -0.488 -2.060 -3.964 -0.3 -1.2 -0.9 0.483
H -1.264 -1.297 -2.566 0.2 -0.2 0.1 0.161
H -0.539 -0.354 -3.847 -0.2 0.4 -0.3 0.287
H -0.948 0.457 2.961 0.6 -0.2 0.5 0.229
H -1.362 -1.116 3.671 -0.3 -0.2 0.2 0.457
H 0.236 -0.975 2.940 -0.2 0.5 0.2 0.293
H -3.776 -0.322 2.337 0.2 0.3 0.2 0.383
H -3.122 0.970 1.294 0.2 1.9 0.1 0.382
H -3.846 -0.403 0.629 0.2 0.0 0.0 0.276
H -2.575 -2.850 0.328 0.0 -0.6 -0.3 0.290
H -1.153 -3.353 1.242 0.9 -1.0 -0.3 0.330
H -2.709 -3.299 1.994 -0.6 0.1 1.1 0.451
```
Forces are in eV/Å.

Calculated values
LUMO, eV: 0.72
HOMO-LUMO gap, eV: 10.0
E, Ha: -1530.11919
Molar mass, g mol⁻¹: 298.61
HOMO energy, eV: -9.24